The following is a DFT calculation (ωB97M-V/def2-TZVPD) of a cluster of 15 separate species, C32H39Cl56N4O2 in total in a non-equilibrium geometry.

Values from the calculation:
Largest force on an atom   1.70 eV/A
Highest occupied orbital energy   -10.59 eV
M   2497.058 g mol⁻¹
Lowest unoccupied orbital energy   -0.08828 Eh
Charge   +1
Gap between HOMO and LUMO   8.19 eV

Last column: Löwdin charge in e.
Positions of all 133 atoms, in Å:
C -3.6469 0.9771 -2.4753  -0.070
C -3.1015 -0.4274 -2.5144  -0.339
C -2.0968 -0.6910 -3.6070  -0.059
C -3.4686 -1.3528 -1.6104  -0.106
C -3.8354 -2.7901 -1.9433  -0.153
C -3.9312 -3.6418 -0.6590  -0.182
C -2.7175 -4.5452 -0.3874  -0.359
C -2.4240 -5.4874 -1.5679  -0.065
C -1.5161 -3.7286 0.1362  -0.151
C -0.5316 -3.2797 -0.9171  -0.107
N 0.7469 -2.7373 -0.3173  0.007
C 1.8528 -3.0200 -1.3063  -0.049
C 3.0079 -2.0345 -1.1838  -0.275
C 4.2274 -2.4393 -2.0167  -0.132
C 3.9051 -3.1424 -3.3319  -0.357
O 5.1668 -3.5284 -3.8993  -0.064
C 3.1823 -2.2362 -4.3479  -0.194
N 1.8647 -2.7503 -4.7650  0.012
O 2.5632 -0.7579 -1.6580  -0.058
C 1.2338 -0.4462 -1.2812  -0.272
C 1.1986 1.0542 -0.9808  -0.202
N 1.6772 1.3616 0.3580  0.028
C 0.7311 -1.2193 -0.0556  -0.274
N -0.5117 -0.6831 0.3640  0.126
H -3.2334 1.5209 -1.6213  0.056
H -4.7299 1.0016 -2.4486  0.082
H -3.3175 1.5084 -3.3688  0.064
H -2.5290 -0.5579 -4.6027  0.089
H -1.2828 0.0255 -3.5039  0.077
H -1.7184 -1.7120 -3.5554  0.057
H -3.4924 -1.0758 -0.5568  0.108
H -4.8358 -2.7358 -2.3674  0.121
H -3.1564 -3.1978 -2.6935  0.100
H -4.1662 -3.0481 0.2205  0.071
H -4.7714 -4.3260 -0.7961  0.112
H -3.0250 -5.1947 0.4349  0.127
H -1.8302 -6.3231 -1.1989  0.020
H -3.3816 -5.8868 -1.8962  0.093
H -1.9566 -4.9813 -2.4066  0.068
H -1.9345 -2.8623 0.6463  0.079
H -0.9893 -4.2823 0.9194  0.086
H -0.9245 -2.4852 -1.5487  0.112
H -0.2289 -4.0834 -1.5792  0.123
H 1.0096 -3.2611 0.5172  0.185
H 2.2549 -4.0111 -1.1080  0.156
H 1.4808 -2.9475 -2.3191  0.112
H 3.3533 -1.9105 -0.1523  0.156
H 4.8692 -3.0357 -1.3726  0.117
H 4.7595 -1.5314 -2.2628  0.066
H 3.3505 -4.0660 -3.1474  0.138
H 5.1002 -4.4372 -4.2217  0.105
H 3.1312 -1.2002 -4.0105  0.114
H 3.8134 -2.2255 -5.2319  0.123
H 1.1166 -2.3143 -4.2331  0.040
H 1.6775 -2.4679 -5.7209  0.073
H 0.5345 -0.6247 -2.1102  0.139
H 1.8224 1.5375 -1.7399  0.118
H 0.1932 1.4547 -1.0774  0.111
H 2.6810 1.2802 0.4420  0.082
H 1.3370 2.2448 0.7039  0.080
H 1.4334 -1.0447 0.7561  0.155
H -0.8481 -1.0666 1.2356  0.101
H -1.2247 -0.6766 -0.3607  0.073
C -5.4812 -3.1860 3.5902  -2.041
Cl -3.8815 -2.5571 3.1369  0.492
Cl -6.7087 -1.9657 3.2499  0.547
Cl -5.8222 -4.6499 2.6605  0.537
Cl -5.4616 -3.5698 5.3077  0.531
C -1.9260 -4.7079 6.8447  -2.051
Cl -2.3527 -5.9019 5.6096  0.507
Cl -3.0546 -4.8280 8.1964  0.543
Cl -0.2781 -5.0023 7.3980  0.519
Cl -2.0106 -3.0859 6.1437  0.483
C 8.0738 -0.8282 -1.1611  -2.017
Cl 7.1999 -1.6106 -2.4833  0.608
Cl 9.6897 -1.5239 -1.0243  0.544
Cl 8.2037 0.9052 -1.4700  0.492
Cl 7.1890 -1.0910 0.3553  0.508
C -3.6789 5.0904 -1.7541  -2.015
Cl -4.8401 4.4681 -2.9321  0.549
Cl -2.1646 4.1871 -1.8884  0.494
Cl -3.3637 6.8011 -2.0852  0.513
Cl -4.3377 4.9124 -0.1268  0.511
C -0.3262 -8.6691 1.1149  -2.039
Cl -1.2347 -9.4787 -0.1629  0.548
Cl 1.3076 -9.3289 1.1957  0.542
Cl -0.2408 -6.9310 0.7531  0.542
Cl -1.1399 -8.8983 2.6627  0.541
C -7.0922 7.7069 1.2290  -2.009
Cl -7.0361 6.1539 2.0809  0.525
Cl -6.7229 9.0138 2.3546  0.491
Cl -5.9030 7.7027 -0.0806  0.437
Cl -8.7080 7.9483 0.5567  0.533
C 3.4198 -3.5796 5.3381  -2.033
Cl 4.3876 -2.3928 4.4555  0.505
Cl 3.9473 -3.6610 7.0259  0.519
Cl 1.7177 -3.1032 5.2842  0.494
Cl 3.6088 -5.1663 4.5866  0.510
C 10.7392 3.8024 -0.4555  -2.045
Cl 10.8855 2.2862 0.4404  0.512
Cl 10.7381 5.1566 0.6772  0.533
Cl 12.0993 3.9625 -1.5687  0.535
Cl 9.2240 3.8111 -1.3774  0.483
C -7.5997 13.4313 2.4322  -2.052
Cl -8.9831 14.5004 2.1817  0.534
Cl -6.1348 14.2018 1.8098  0.520
Cl -7.4051 13.1083 4.1591  0.525
Cl -7.8636 11.9046 1.5814  0.483
C 8.1387 -1.3674 6.3948  -2.030
Cl 9.0238 -0.7757 7.8032  0.543
Cl 7.4399 0.0015 5.5180  0.518
Cl 9.2476 -2.2356 5.3309  0.520
Cl 6.8273 -2.4364 6.9309  0.451
C -7.9295 9.2999 -3.4845  -2.044
Cl -7.6574 10.2587 -4.9434  0.534
Cl -9.3672 8.2944 -3.6970  0.528
Cl -6.5258 8.2635 -3.1916  0.475
Cl -8.1607 10.3837 -2.1079  0.510
C -2.7361 9.8407 3.0176  -2.046
Cl -1.1300 10.3133 2.4510  0.529
Cl -3.8656 11.1777 2.7644  0.505
Cl -3.2861 8.4233 2.1138  0.490
Cl -2.6633 9.4485 4.7392  0.530
C -0.0034 4.5621 -5.4363  -2.046
Cl 0.7177 5.5966 -6.6701  0.545
Cl -0.8608 3.2223 -6.2140  0.513
Cl 1.2721 3.9116 -4.3913  0.505
Cl -1.1387 5.4910 -4.4563  0.490
C 7.6114 -6.0938 3.8010  -2.042
Cl 7.6249 -5.0425 2.3771  0.509
Cl 6.3215 -7.2948 3.6334  0.506
Cl 9.1650 -6.9214 3.9358  0.542
Cl 7.3375 -5.1133 5.2440  0.481